No. 1
{
  "formula": "C9H14",
  "method": "the ωB97M-V functional and the def2-TZVPD basis",
  "smiles": "Cc1ccccc1.CC",
  "de_lowest_kj_mol": 33.8,
  "charge": 0,
  "total_energy_ha": -351.317317,
  "orbital_gap_ev": 10.1,
  "species": ["H", "H", "C", "C", "C", "C", "C", "C", "H", "H", "H", "C", "H", "H", "H", "H", "H", "H", "C", "H", "H", "C", "H"],
  "positions_angstrom": [[1.895619, 1.482175, -0.693228], [-0.428722, 1.533006, -1.727487], [0.898437, -1.922315, -1.328851], [-2.729380, 0.880544, -0.551463], [1.087401, 1.293629, 1.284711], [-0.253616, 1.264864, -0.692375], [-1.356290, 0.938303, 0.076257], [-0.016668, 0.908693, 2.044753], [2.008912, 1.450036, 1.831608], [-2.055945, 0.230747, 2.000715], [0.503660, -0.984509, -1.694653], [1.915399, -1.914439, -0.184570], [-2.687932, 0.622381, -1.606017], [2.736487, -1.207130, -0.355629], [1.356155, -2.479481, -2.147419], [-3.245428, 1.844057, -0.489302], [-3.392936, 0.209225, -0.002428], [0.037401, -2.475053, -0.947148], [1.009478, 1.351373, -0.089049], [1.533591, -1.575613, 0.780901], [2.334676, -2.912183, -0.061887], [-1.229267, 0.634326, 1.436610], [0.078971, 0.827364, 3.115952]],
  "forces_ev_per_angstrom": [[0.04, 0.27, -0.01], [0.30, -0.28, -0.12], [0.05, -0.92, 0.63], [-0.21, 0.28, 0.22], [0.10, -0.52, 0.67], [0.28, 0.32, 0.60], [-0.97, -0.48, -0.03], [-0.13, 0.01, -0.10], [0.18, 0.03, -0.30], [-0.19, 0.15, 0.05], [0.35, 0.34, 0.14], [0.38, 1.00, 0.09], [-0.05, -0.22, -0.04], [0.07, -0.28, -0.27], [-0.31, 0.06, -0.19], [0.25, 0.13, -0.02], [0.17, -0.26, -0.21], [-0.12, -0.17, -0.39], [-0.55, 0.36, -0.40], [-0.41, -0.22, -0.11], [0.03, 0.02, 0.05], [0.69, 0.50, -0.40], [0.07, -0.13, 0.15]]
}

***

No. 2
{
  "formula": "C41H28AsBeF11I2NOP2",
  "method": "the ωB97M-V functional and the def2-TZVPD basis",
  "de_lowest_kj_mol": 104.7,
  "charge": 0,
  "multiplicity": 2,
  "total_energy_ha": -6336.539034,
  "orbital_gap_ev": [7.8, 5.5],
  "species": ["H", "H", "F", "H", "F", "C", "H", "H", "C", "H", "C", "C", "F", "C", "H", "P", "H", "C", "C", "C", "I", "O", "N", "F", "C", "I", "C", "H", "H", "F", "C", "C", "C", "F", "H", "C", "C", "As", "F", "C", "C", "C", "F", "C", "H", "C", "C", "C", "C", "H", "C", "C", "H", "H", "C", "H", "H", "C", "C", "C", "C", "H", "H", "H", "C", "H", "C", "H", "C", "C", "C", "F", "H", "C", "F", "C", "F", "H", "C", "C", "P", "C", "H", "C", "H", "H", "H", "Be"],
  "positions_angstrom": [[-2.176244, -0.571009, -3.623661], [3.522638, 1.254087, 0.771319], [2.052525, 0.507131, 6.232150], [6.156975, 0.294607, -0.203939], [-2.015689, -0.539648, 2.931091], [2.847665, -4.980378, -4.176610], [5.749077, 1.926869, -2.030846], [1.276796, -1.655334, -2.369473], [-3.514767, 4.619777, 0.028029], [3.924291, -2.217672, -6.651261], [0.326101, -0.920269, 0.941805], [3.573865, -5.273663, -5.338870], [-3.128416, -2.343492, 2.030462], [-2.193394, -0.668738, -1.472272], [-2.477958, -0.957725, 0.617548], [-0.730189, 0.465468, -1.328684], [3.904288, -6.273457, -5.551475], [-2.545025, 3.531444, 0.071208], [-4.501788, -2.128793, -1.798037], [5.391522, 0.885708, -2.089247], [-1.072504, 3.607595, -1.381874], [-1.801124, 1.532822, 1.141365], [-3.162527, 1.936208, 3.206681], [-0.435292, 0.001780, 5.207265], [-4.855444, 3.116223, 4.422952], [-5.594264, 6.431617, 0.978956], [4.072943, -1.529497, -2.047059], [-4.246164, -1.872953, -3.947311], [0.204329, -1.624955, -3.746070], [3.537893, 2.457537, 5.216119], [0.465441, 0.061972, -0.024601], [-3.844934, -1.648720, -2.939905], [0.300511, 0.331174, -2.880366], [-3.152204, -0.933906, 4.882663], [-5.442896, 3.244583, 5.345844], [2.495214, -0.384648, 1.798086], [3.955210, -4.299199, -6.214951], [2.489346, -0.832695, -4.435125], [-4.445866, -2.635289, 4.122935], [0.761970, 2.430616, 2.913416], [4.456055, 0.617910, -3.058075], [-0.167229, 1.560151, 3.476422], [-4.323679, -0.679873, 2.899058], [-3.378298, 2.825392, 2.173019], [-4.573965, -2.261419, 0.295554], [3.616177, -2.971617, -5.972219], [4.884388, -1.226107, -1.010364], [1.616165, 0.845791, -0.065290], [-2.552639, 2.559782, 1.018572], [1.779981, 1.540296, -0.868087], [-4.008444, -1.851849, -0.512796], [2.646686, 0.645678, 0.885057], [-0.342846, 0.520185, -3.728467], [4.972441, -1.970405, -0.250655], [0.942708, -1.048870, -3.190787], [4.272363, 1.351926, -3.899544], [-5.674362, 4.844771, 3.479962], [2.429022, -3.690783, -3.968941], [0.360103, 0.903942, 4.575282], [2.013717, 2.764430, 3.447110], [-2.636712, -0.963681, -2.767919], [-0.564035, -1.499671, 0.981840], [3.448885, -2.402211, -1.957158], [1.253889, -1.912484, 2.647504], [-4.322708, 4.768229, 1.154292], [2.540462, -5.672586, -3.329986], [-5.008801, 4.012186, 3.392646], [-3.502167, 1.469812, 5.111420], [3.779885, -0.571028, -3.045006], [-4.276416, 3.899137, 2.209878], [1.602279, 1.106252, 5.116066], [0.399291, 3.205404, 1.894980], [0.979865, 1.205534, -2.835507], [2.865275, -2.695468, -4.790568], [-2.122847, -2.713480, 3.973611], [1.363244, -1.150647, 1.868729], [2.750870, 3.666725, 2.818064], [1.790240, -3.512837, -3.094614], [5.578432, 0.017268, -0.993438], [-2.873227, -1.136427, -0.382760], [-3.254372, -1.725770, 3.521443], [-3.858969, 2.147321, 4.284259], [-3.452704, 5.267516, -0.813367], [2.407860, 2.078485, 4.596012], [3.281531, -0.536297, 2.517934], [4.377334, -4.454224, -7.174066], [-5.470534, -2.630751, -1.933481], [-1.716107, 1.109185, 2.696124]],
  "forces_ev_per_angstrom": [[0.80, 0.42, -0.99], [0.36, 0.05, 0.35], [-0.40, -0.28, -0.05], [1.65, 0.66, 2.06], [0.35, -0.05, -0.13], [-0.30, -1.13, 0.69], [0.39, -0.74, -0.09], [0.00, 0.14, 0.73], [1.08, -2.19, 2.44], [0.10, 0.74, -0.38], [0.73, -0.11, 0.67], [0.03, -1.19, 1.15], [-0.39, -0.60, 0.87], [1.70, 0.87, -1.45], [-0.33, 0.21, -0.46], [-0.06, -1.53, -0.10], [-0.11, -0.43, 0.10], [-1.16, 1.57, -1.22], [-0.38, 0.55, -0.50], [0.17, 1.00, 2.22], [0.20, -0.22, -0.21], [0.95, -1.14, -0.51], [-0.24, 2.11, -1.56], [0.31, 0.08, 0.05], [-0.23, 0.82, -0.01], [-0.17, -0.12, 0.42], [-1.75, 0.91, -0.92], [0.37, 0.28, 0.74], [-0.09, -0.16, 0.08], [-0.06, -0.41, -0.10], [-0.09, 0.32, -0.50], [0.25, -0.59, 0.27], [-0.04, -0.11, 0.28], [-0.07, 0.56, 0.31], [0.54, -0.30, -0.54], [0.94, 0.69, 0.55], [-0.86, 1.87, -0.25], [-0.68, 0.23, -0.19], [0.81, 0.07, -1.10], [-0.07, 0.33, 1.25], [-0.07, 0.79, -1.65], [1.00, -0.09, -0.30], [0.08, -0.07, 0.44], [-0.16, -0.57, -0.75], [0.10, 0.11, 0.62], [-0.94, -1.04, 2.25], [1.53, 1.31, 0.26], [1.19, -0.47, 0.96], [-0.55, 0.68, 1.64], [-0.03, 0.44, -0.03], [-1.76, -1.30, -1.76], [-1.66, -0.15, -1.68], [-0.32, 0.43, -0.13], [0.30, -0.09, 0.70], [-0.23, 0.58, -0.69], [0.20, -0.82, 1.16], [-0.47, 0.28, 0.14], [-0.26, -0.33, 0.94], [-1.28, -0.73, 0.06], [-1.21, -1.46, 0.23], [-1.55, -0.12, 0.78], [-0.48, -0.46, 0.14], [0.16, -0.43, -0.28], [-0.02, 0.27, -0.40], [0.33, 1.88, -3.83], [0.67, 0.25, -1.71], [-0.42, -0.18, 0.74], [-1.02, 0.82, -0.64], [0.38, -0.96, 0.30], [0.53, -1.45, 1.62], [0.47, 0.04, 0.93], [-0.33, 0.43, -1.15], [-0.02, -0.63, 0.02], [0.48, 1.33, -1.94], [0.53, -0.08, 0.13], [-1.31, -0.29, -0.57], [0.59, 0.40, 0.16], [0.34, 0.14, -0.43], [-2.21, -1.13, -3.19], [1.19, 0.68, 2.06], [-1.11, 0.40, -0.33], [0.95, -2.06, 2.28], [-0.36, 0.58, -0.26], [0.81, 1.63, -1.16], [0.20, -0.15, 0.19], [0.75, -0.81, -0.53], [0.57, 0.07, 0.22], [0.21, -0.83, 0.49]]
}